Record 1
14
Properties=species:S:1:pos:R:3 method="wB97M-V/def2-TZVPD" energy_ev=-8729.68295
H 3.31973 -0.34293 -0.32820
N 2.57124 -0.48335 -1.00528
C 1.44423 -0.37273 -0.42801
C 1.26349 -0.09774 1.02335
N 1.24674 0.09636 2.16696
N 0.18635 -0.47921 -0.92362
C -0.83019 -0.35912 0.14304
C -1.72306 0.84609 -0.03933
H 0.01446 -0.76338 -1.89125
H -1.35129 -1.30945 0.24776
H -0.30710 -0.20805 1.22505
H -2.36603 0.78337 -0.92148
H -1.11858 1.75875 -0.12035
H -2.35000 0.93139 0.85136

=====

Record 2
130
Properties=species:S:1:pos:R:3 method="wB97M-V/def2-TZVPD" energy_ev=-60048.18629 smiles=COC[C@H](C)N.COC[C@H](C)N.CC(C)O.CC(C)O.CC(C)O.CC(C)O.CC(C)O.CC(C)O.CO.CO.CO.CO
C -0.75369 3.50457 6.39044
O 0.55469 3.99539 6.54790
C 1.60412 3.32502 5.74765
C 2.93088 4.15312 6.00028
C 4.11672 3.47295 5.33304
N 3.12901 4.22691 7.43764
H -1.35425 3.94447 7.18663
H -0.77959 2.41494 6.37952
H -1.14596 3.76756 5.40807
H 1.67799 2.29471 6.09566
H 1.37700 3.39917 4.68416
H 2.86167 5.19168 5.67669
H 4.00893 2.40553 5.52567
H 5.09097 3.83074 5.66607
H 4.06002 3.50104 4.24488
H 2.27044 4.64594 7.76531
H 3.09367 3.24185 7.65787
C -6.88173 0.79775 -1.00080
O -7.58691 0.07954 -2.01327
C -7.94638 0.94450 -3.09866
C -8.86527 0.19553 -4.06989
C -8.20170 -1.05788 -4.67866
N -9.28312 1.09690 -5.12941
H -5.93864 1.13873 -1.42790
H -6.53364 0.16782 -0.18219
H -7.43581 1.63343 -0.57334
H -8.43364 1.81364 -2.65678
H -7.10809 1.33147 -3.67800
H -9.69214 -0.10572 -3.42675
H -8.05609 -1.75544 -3.85387
H -7.25995 -0.81446 -5.17055
H -8.79703 -1.56569 -5.43748
H -9.49791 2.06338 -4.92971
H -8.50567 1.26010 -5.75315
C 3.29680 -3.34672 -7.18993
C 3.44424 -3.98275 -5.76412
C 2.45594 -5.15383 -5.55706
O 4.76860 -4.55917 -5.66402
H 4.01489 -2.53030 -7.11309
H 2.32542 -2.95244 -7.48836
H 3.55539 -4.08890 -7.94518
H 3.29123 -3.21073 -5.01001
H 2.33848 -5.35895 -4.49300
H 2.68813 -6.13861 -5.96251
H 1.46896 -4.91666 -5.95423
H 4.77641 -5.12937 -4.89175
C -4.42994 -7.56276 4.54436
C -3.02826 -7.41586 5.19188
C -2.15348 -6.45507 4.41618
O -3.05250 -7.00662 6.53553
H -5.00427 -6.64554 4.41420
H -5.01195 -8.33652 5.04502
H -4.34424 -8.04165 3.56895
H -2.58717 -8.41083 5.25158
H -1.14597 -6.45166 4.83212
H -2.50811 -5.42450 4.43230
H -2.12656 -6.94937 3.44507
H -2.16458 -7.13156 6.87844
C -1.99952 0.05759 -4.48196
C -1.45768 1.35636 -5.13530
C 0.03813 1.32473 -5.16710
O -1.98435 1.36280 -6.43095
H -3.08434 0.12853 -4.40307
H -1.65910 -0.01394 -3.44894
H -1.77831 -0.93647 -4.87054
H -1.66974 2.29345 -4.62054
H 0.47371 1.15352 -4.18269
H 0.28718 2.33039 -5.50579
H 0.47523 0.70273 -5.94821
H -1.28057 1.47888 -7.07345
C -3.13264 7.55089 0.18634
C -1.97597 6.57253 0.41858
C -2.46417 5.13850 0.58865
O -1.16429 6.66437 -0.72784
H -2.88934 8.51923 -0.25093
H -3.71087 7.62522 1.10733
H -3.83832 7.05642 -0.48120
H -1.42148 6.92137 1.28976
H -3.38011 5.07882 1.17653
H -1.77573 4.42976 1.04891
H -2.63309 4.67950 -0.38545
H -1.67901 6.78663 -1.52891
C 8.28267 -0.45671 -4.35924
C 7.80444 0.72672 -3.53022
C 7.02433 0.26667 -2.30925
O 8.94681 1.29827 -2.98448
H 9.00809 -0.12046 -5.10006
H 7.54284 -0.95122 -4.98870
H 8.76317 -1.19654 -3.71903
H 7.23705 1.43210 -4.13735
H 7.48751 -0.52935 -1.72622
H 6.05878 -0.10682 -2.65030
H 6.75473 1.09543 -1.65459
H 8.76175 2.14349 -2.56861
C 1.18664 -1.56092 -0.23992
C 0.91168 -0.38303 0.78341
C -0.14407 -0.74971 1.77364
O 2.06535 0.00809 1.41604
H 0.22859 -1.93379 -0.60215
H 1.61542 -2.41696 0.28107
H 1.88025 -1.31076 -1.04268
H 0.56320 0.49028 0.23206
H 0.04826 -1.72210 2.22702
H -1.12931 -0.95766 1.35632
H -0.24519 0.03853 2.51967
H 2.54847 0.64716 0.88710
C 4.10916 5.23292 -0.15944
O 2.94973 4.52365 -0.34497
H 4.24983 5.60078 -1.17580
H 3.97267 5.99139 0.61140
H 4.95325 4.58210 0.06869
H 2.19874 5.11697 -0.41965
C 6.51063 -5.35762 -0.70482
O 6.41310 -6.32770 -1.75301
H 6.09955 -4.45430 -1.15552
H 5.89401 -5.62816 0.15233
H 7.53407 -5.15749 -0.38767
H 6.71050 -7.12019 -1.30011
C 2.90563 -2.80177 5.91087
O 3.54727 -2.92892 4.65541
H 3.69112 -2.80578 6.66658
H 2.18788 -1.98637 6.00066
H 2.33866 -3.72918 5.99186
H 3.27539 -2.15114 4.16273
C -6.01074 0.68545 5.01913
O -5.91650 1.98287 4.52603
H -5.32563 0.04950 4.45851
H -5.74636 0.56989 6.07024
H -7.01230 0.26232 4.94205
H -6.61300 2.49881 4.93870

=====

Record 3
63
Properties=species:S:1:pos:R:3 method="wB97M-V/def2-TZVPD" energy_ev=-172773.52224 s_squared=2.0354 spin_multiplicity=3
V -0.30400 -1.26572 -0.21571
Cl 5.41766 -0.88161 4.33215
C 3.91417 -1.03807 3.45716
C 3.94464 -1.29559 2.10060
C 2.74146 -1.38426 1.43544
Cl 2.67342 -1.75136 -0.27381
C 1.52885 -1.20976 2.07990
O 0.38032 -1.23614 1.34301
C 1.52574 -1.01074 3.44351
Cl 0.02176 -0.89097 4.29288
C 2.71845 -0.90997 4.13555
H 4.88304 -1.42218 1.57678
H 2.70810 -0.72891 5.20232
C 2.33140 2.79330 3.21540
C 2.86974 2.78451 1.93186
C 2.09645 2.35556 0.85320
C 0.77715 1.92912 1.03835
C 0.25308 1.94259 2.33599
C 1.01884 2.37509 3.41481
Ge -0.25972 1.18926 -0.43786
C 0.58534 1.79853 -2.09157
C 1.80822 1.27642 -2.52525
C 2.39793 1.70909 -3.70861
C 1.76277 2.66779 -4.49005
C 0.54414 3.19484 -4.07951
C -0.03905 2.76210 -2.88989
C -2.01011 2.06282 -0.39612
C -3.09031 1.56091 -1.13171
C -4.32889 2.19701 -1.11401
C -4.50985 3.34919 -0.35839
C -3.44692 3.86742 0.37022
C -2.20888 3.22971 0.35029
H 2.93200 3.12588 4.05639
H 3.89059 3.11685 1.76849
H 2.52802 2.36592 -0.14258
H -0.76361 1.60442 2.51461
H 0.59233 2.37687 4.41344
H 2.31198 0.51850 -1.93835
H 3.34940 1.29459 -4.02415
H 2.21453 2.99913 -5.41817
H 0.04363 3.94324 -4.68649
H -0.98998 3.18444 -2.58143
H -2.97237 0.66420 -1.72499
H -5.15492 1.78600 -1.68521
H -5.47586 3.84271 -0.33921
H -3.57996 4.76955 0.95769
H -1.39024 3.65588 0.91602
O -2.31316 -2.31638 1.09350
S -2.92392 -2.57982 -0.20510
O -4.32529 -2.41737 -0.36191
N -2.01691 -1.67469 -1.25861
C -0.97347 -2.45524 -1.71937
O 0.11725 -1.83066 -2.05062
C -1.14672 -3.92053 -1.50716
C -0.29589 -4.94935 -1.84368
C -0.64108 -6.23120 -1.43208
C -1.80572 -6.45876 -0.69980
C -2.64461 -5.41290 -0.33008
C -2.29266 -4.14791 -0.75405
H 0.60534 -4.75453 -2.40878
H 0.00721 -7.06423 -1.67320
H -2.05471 -7.46933 -0.39617
H -3.53613 -5.58526 0.26410

=====

Record 4
45
Properties=species:S:1:pos:R:3 method="wB97M-V/def2-TZVPD" energy_ev=-32652.34407 smiles="O=C(NCCO)c1cc(C(=O)NCCO)cc(C(=O)NCCO)c1"
O 0.43727 3.44389 0.37024
C 0.91981 2.48428 -0.19787
N 2.09819 2.54377 -0.86641
C 2.95065 3.70370 -0.75498
C 3.94927 3.54534 0.40278
O 3.31835 3.13932 1.58740
C 0.23851 1.15492 -0.25662
C 0.94368 -0.02667 -0.05482
C 0.27640 -1.24671 -0.07458
C 0.96641 -2.55097 0.17135
O 0.41164 -3.48356 0.71961
N 2.23271 -2.62242 -0.29457
C 3.10926 -3.73612 -0.02527
C 4.44340 -3.21336 0.51649
O 5.06693 -2.34610 -0.40409
C -1.09956 -1.27700 -0.27188
C -1.81116 -0.09945 -0.45969
C -3.28669 -0.09119 -0.69203
O -3.82732 0.71815 -1.42320
N -3.96583 -1.07534 -0.05536
C -5.40826 -1.12465 -0.10900
C -6.04892 -0.30107 1.01810
O -5.52411 0.99633 1.09256
C -1.13542 1.11479 -0.45656
H 2.50372 1.69825 -1.23326
H 3.48149 3.86750 -1.69485
H 2.29161 4.55359 -0.55497
H 4.48608 4.49535 0.54254
H 4.68071 2.76391 0.17542
H 2.53155 3.68321 1.72548
H 1.99931 0.01420 0.17714
H 2.67059 -1.81962 -0.71932
H 2.61425 -4.38105 0.70311
H 3.28106 -4.30806 -0.94706
H 5.09764 -4.05512 0.77423
H 4.27139 -2.61373 1.41304
H 5.33806 -2.85363 -1.17759
H -1.58728 -2.24063 -0.28746
H -3.50825 -1.58834 0.68131
H -5.74058 -2.16327 -0.05178
H -5.69845 -0.70207 -1.07565
H -7.13839 -0.27870 0.86117
H -5.84848 -0.76022 1.99102
H -5.42490 1.34689 0.19683
H -1.68478 2.03271 -0.59984

=====

Record 5
22
Properties=species:S:1:pos:R:3 method="wB97M-V/def2-TZVPD" energy_ev=-13125.49900 charge=+1
C 2.07766 1.76905 -1.16426
N 0.98710 0.79905 -0.86884
C 1.22933 -0.24686 -0.04820
C 0.34618 -1.16163 0.37332
N -1.03329 -1.19919 0.32204
C -1.33362 -2.66430 0.42199
C -1.92600 -0.30038 0.28014
B -1.54896 1.32365 0.45949
O -2.12262 2.09928 -0.46221
O -1.09464 1.55712 1.67517
H 3.03125 1.69916 -0.61871
H 2.20602 1.77043 -2.30083
H 1.60740 2.74786 -1.01216
H 0.53136 0.61545 -1.76498
H 2.32575 -0.34144 0.30869
H 0.73033 -1.87772 1.08490
H -0.66468 -3.04290 1.14327
H -2.33336 -2.94142 0.69124
H -0.94334 -3.07320 -0.53810
H -2.96422 -0.56056 0.21754
H -2.38834 2.98658 -0.28472
H -0.91656 2.42737 1.96428

=====

Record 6
13
Properties=species:S:1:pos:R:3 method="wB97M-V/def2-TZVPD" energy_ev=-19173.47464
C 1.25243 0.67740 1.10074
S 1.55536 -1.16064 0.56602
C -0.11424 -1.53479 0.45588
C -1.09505 -0.70058 -0.06031
C -0.94260 0.74654 -0.79187
O -0.04297 1.34248 -1.30026
O -2.24447 1.36468 -0.70031
H 1.04767 1.43592 0.27194
H 2.21542 1.10797 1.37860
H 0.47799 0.65115 1.97894
H -0.66998 -2.38989 0.67424
H -2.11392 -1.04683 -0.11398
H -2.14653 2.02316 -1.46812

=====

Record 7
15
Properties=species:S:1:pos:R:3 method="wB97M-V/def2-TZVPD" energy_ev=-10995.02316 smiles="F/C=C1/CN=CNC1"
F -2.84232 -0.40597 -0.35106
C -1.94819 0.59053 -0.20758
C -0.70813 0.30065 0.10935
C 0.30761 1.43643 0.28365
N 1.56591 1.01313 -0.29096
C 1.81902 -0.23281 -0.44708
N 1.10214 -1.33201 -0.01854
C -0.29220 -1.13638 0.38118
H -2.32119 1.57862 -0.49207
H -0.00950 2.36932 -0.19255
H 0.45652 1.67469 1.32561
H 2.77611 -0.47534 -0.91395
H 1.40563 -2.17142 -0.47275
H -0.36583 -1.39790 1.41188
H -0.94559 -1.81154 -0.12512

=====

Record 8
23
Properties=species:S:1:pos:R:3 method="wB97M-V/def2-TZVPD" energy_ev=-10442.11540 charge=+1
C 1.53444 -0.25772 -2.09310
C 0.21805 0.19764 -1.51637
C 0.15762 0.51059 -0.00328
C -0.93466 1.10969 0.56108
C 1.57384 0.61321 2.06888
N 1.31588 -0.03160 0.76136
N 2.01006 -1.62090 -1.79489
H 1.49728 -0.07057 -3.27030
H 2.45684 0.46689 -1.91658
H -0.52451 -0.58789 -1.60479
H -0.20498 1.08898 -1.98839
H -5.09479 1.18812 3.19873
H -1.38594 1.99037 0.17957
H 0.73332 0.69584 2.77568
H 2.46386 0.16856 2.51327
H 1.74301 1.64722 1.82099
H 1.26358 -0.95979 0.84506
H 2.94495 -1.90166 -2.01473
H 1.29862 -2.19310 -2.08501
H -5.05574 1.10872 3.95321
H -2.16744 -0.53046 0.07498
H -3.39078 -1.29182 -0.17279
O -2.45252 -1.34031 -0.29256

=====

Record 9
65
Properties=species:S:1:pos:R:3 method="wB97M-V/def2-TZVPD" energy_ev=-82483.07805 s_squared=3.7528 spin_multiplicity=4 charge=+2
Er 0.35327 0.92123 -0.10622
P 2.41699 -0.77636 0.36368
C 2.36504 -0.83380 -1.51077
C 1.08154 -1.36455 -2.12246
N -0.05765 -0.78715 -1.65786
C -1.25490 -1.15052 -2.17596
C -1.31900 -2.08391 -3.19104
C -0.16367 -2.66122 -3.69947
C 1.06431 -2.29836 -3.14795
C -2.51769 -0.53070 -1.62495
P -2.30466 1.12283 -0.82914
H 2.01026 -2.70612 -3.49640
H -2.30056 -2.32743 -3.58252
H -0.20901 -3.36527 -4.52300
H -3.23892 -0.42636 -2.44917
H -2.96200 -1.21043 -0.87498
H 2.48885 0.25255 -1.86128
H 3.22872 -1.43387 -1.82732
H 0.64085 3.23724 -1.52448
O 1.16970 2.29134 -1.64761
H 1.74363 2.34576 -2.42919
H -0.71393 3.63576 -0.15531
O -0.37560 4.03010 -1.01367
H -0.40921 5.00560 -0.96784
C -2.72035 2.21794 -2.22908
H -3.76006 2.04130 -2.53846
H -2.60627 3.27043 -1.93332
H -2.05285 2.01957 -3.07971
C -3.79355 1.21031 0.21782
H -3.74404 2.14205 0.80204
H -4.70645 1.20760 -0.40011
H -3.80821 0.36190 0.91866
C 2.20263 -2.51002 0.85253
H 3.10135 -3.09887 0.62310
H 2.03638 -2.52651 1.93905
H 1.33159 -2.96344 0.36594
C 4.19316 -0.54642 0.67363
H 4.32576 -0.28457 1.72990
H 4.74133 -1.47545 0.46575
H 4.60834 0.26243 0.06057
C 2.08278 2.70375 1.36259
Si 1.08436 1.96088 2.77442
C 2.17274 0.83010 3.79150
C 0.44065 3.35298 3.82708
N -0.21460 1.02525 2.06668
C -1.18403 0.31596 2.76760
C -1.57156 -0.99040 2.34622
C -2.60598 -1.65675 3.00343
C -3.26070 -1.05348 4.08175
C -2.88620 0.22732 4.50647
C -1.85412 0.90837 3.86073
H 3.01414 2.96811 1.88038
H 1.66508 3.63872 0.96180
H 2.41671 2.05044 0.52757
H 3.09537 1.36446 4.06675
H 1.64688 0.54779 4.71571
H 2.44322 -0.08954 3.25134
H -0.38585 3.87698 3.32646
H 0.09866 3.00800 4.81216
H 1.26078 4.06949 3.98604
H -1.03247 -1.45826 1.51263
H -2.89150 -2.65641 2.66975
H -4.07147 -1.58037 4.58905
H -3.39357 0.70272 5.34321
H -1.57095 1.91050 4.16731

=====

Record 10
15
Properties=species:S:1:pos:R:3 method="wB97M-V/def2-TZVPD" energy_ev=-6252.35818 smiles=C[C@@H](N)CN
C -0.67890 1.09116 -1.15266
C 0.39481 0.03685 -0.70780
N 1.44600 0.72794 0.02791
C -0.32321 -1.05682 0.19234
N 0.14568 -1.00835 1.61942
H -0.71451 0.97807 -2.23838
H -0.33296 2.12415 -1.06842
H -1.57087 1.01314 -0.54394
H 0.89729 -0.27051 -1.62792
H 1.99336 0.15675 0.65012
H 1.07776 1.52720 0.52074
H -1.38594 -0.80445 0.19560
H -0.34681 -2.12413 -0.03422
H -0.08524 -1.92325 1.99172
H -0.51646 -0.46777 2.17549

=====

Record 11
13
Properties=species:S:1:pos:R:3 method="wB97M-V/def2-TZVPD" energy_ev=-11618.73358
C 1.96638 0.47574 -0.21543
C -0.88567 0.01058 -0.19659
C -2.34192 -0.17018 0.18020
H 1.55202 1.21350 -0.90474
H 2.23110 1.05708 0.81802
H 2.94592 -0.04106 -0.77542
H 2.02504 -1.71524 0.31014
H -0.38192 1.05024 0.15475
H -2.33790 0.00020 1.42918
N 1.23728 -0.73424 -0.07346
N -0.05946 -0.99637 -0.16286
F -2.87548 1.08998 -0.24596
F -3.07539 -1.24024 -0.31782

=====

Record 12
10
Properties=species:S:1:pos:R:3 method="wB97M-V/def2-TZVPD" energy_ev=-9107.68163 smiles="N#[N+][O-].[H]/N=C/N"
N -0.36038 0.26125 2.37834
N -0.39030 1.19456 1.77105
O -0.27970 2.03074 0.98059
H 2.23257 -0.58298 -0.23877
N 1.42070 -0.08769 -0.58164
C 0.34675 -0.74691 -0.57075
N -0.82704 -0.21098 -0.99107
H 0.22243 -1.77991 -0.11391
H -1.60739 -0.79502 -1.22252
H -0.75764 0.71694 -1.41131